Entry from OMol25: a structure of composition C17H44Ba2O17S5 in a non-equilibrium geometry (wB97M-V/def2-TZVPD).

Positions of all 85 atoms, in Å:
Ba  -0.73516  2.67574  -4.64669
Ba  -1.47204  3.89160  -1.01088
O  -1.12604  1.45796  -2.13754
C  -0.43084  0.70383  -1.07283
C  0.84606  1.29434  -0.23957
O  0.69849  2.54884  0.45038
H  -0.22217  -0.22550  -1.60285
H  -1.15677  0.42190  -0.31018
H  1.68015  1.31786  -0.94088
H  1.15892  0.53213  0.47404
O  3.16106  3.34468  3.12934
S  4.16103  2.74510  2.26343
O  4.35415  3.39660  0.98054
O  5.56494  2.82570  3.03139
C  6.08168  4.17843  3.14932
C  7.01071  4.29308  4.38979
C  3.90713  0.85287  2.01601
H  5.28767  4.91816  3.25152
H  6.47014  4.34398  2.14443
H  7.43576  5.29483  4.45241
H  7.92147  3.69428  4.38151
H  6.49202  4.15281  5.33815
H  3.00722  0.71374  1.41694
H  3.99521  0.36412  2.98630
H  4.74698  0.57332  1.37992
O  0.90586  -1.05131  -7.60712
S  1.12832  -0.75657  -6.26380
O  0.52097  0.47787  -5.72543
O  0.52358  -2.01171  -5.32105
C  0.41824  -1.81891  -3.92974
C  0.74816  -3.15158  -3.37213
C  2.90862  -0.86994  -5.88044
H  -0.49464  -1.47452  -3.44378
H  1.15369  -1.03232  -3.76101
H  1.65892  -3.66515  -3.68012
H  -0.08438  -3.85504  -3.36066
H  0.88102  -3.00633  -2.30004
H  3.34395  -0.07491  -6.48585
H  3.13763  -1.90605  -6.12968
H  3.00836  -0.77835  -4.79889
O  -0.53013  2.17465  4.99156
S  -1.35080  0.96378  4.89739
O  -1.06838  -0.17224  5.77877
O  -2.94106  1.43103  5.06642
C  -3.94521  0.41073  5.19664
C  -5.12124  1.23262  5.65377
C  -1.47265  0.38584  3.12403
H  -3.77005  -0.23607  6.05633
H  -4.06606  -0.09424  4.23826
H  -5.78463  0.64582  6.28913
H  -5.68638  1.55803  4.78037
H  -5.06821  2.04631  6.37709
H  -2.21674  1.02898  2.65415
H  -1.64576  -0.68839  3.05956
H  -0.51428  0.64844  2.67606
O  -0.31560  -5.69618  4.06026
S  0.66554  -4.65773  3.80871
O  2.01385  -5.02168  4.11512
O  0.55811  -3.88975  2.31526
C  1.72644  -3.30297  1.70004
C  1.21113  -2.46033  0.63260
C  0.23541  -3.08610  4.71385
H  2.34774  -4.05194  1.20899
H  2.32280  -2.84083  2.48673
H  2.03480  -2.20250  -0.03312
H  0.75802  -1.54115  1.00398
H  0.39828  -3.03974  0.19481
H  -0.44751  -2.52746  4.07380
H  1.20768  -2.60815  4.83365
H  -0.24230  -3.44630  5.62497
O  -2.88893  -1.87751  -3.75277
S  -3.34822  -0.59325  -4.28369
O  -2.37817  0.30356  -4.88047
O  -4.59092  -0.94530  -5.38054
C  -4.87868  -0.05851  -6.40531
C  -5.42116  1.36702  -5.88797
C  -4.41901  0.17426  -2.93378
H  -5.49554  -0.56837  -7.14533
H  -3.86989  0.13290  -6.77111
H  -6.38739  1.21064  -5.40834
H  -5.68403  1.94950  -6.77100
H  -4.69823  1.84890  -5.22974
H  -4.92488  -0.69083  -2.50501
H  -5.05981  0.94133  -3.36860
H  -3.84402  0.50758  -2.06984

## Properties
E_HOMO (spin up / spin down), Eh: -0.3087 / -0.3611
Kohn-Sham gap (spin up / spin down), eV: 5.03 / 5.85
M, u: 955.5
Multiplicity: 2
Net charge: +1
E_tot, eV: -108700.174
E_LUMO (spin up / spin down), eV: -3.37 / -3.98

These are the Löwdin partial charges, in e, on atoms 1 to 4: 1.50 1.39 -0.80 -0.34